No. 1
57
Properties=species:S:1:pos:R:3 method="wB97M-V/def2-TZVPD" gap_ev="5.53 / 5.50" charge=+1 de_lowest_ev=0.000 energy_ha=-3217.97249 spin_multiplicity=9
Fe -0.650 3.382 -0.320
Al 2.203 3.345 1.804
O 0.559 2.036 0.128
H 0.664 1.079 0.129
P -0.222 5.593 0.526
O -1.496 5.223 -0.262
O -0.289 4.417 1.629
O 0.219 6.894 0.965
O 0.882 4.692 -0.221
C -1.694 2.632 -3.156
O -1.062 2.646 -2.069
N -2.648 1.796 -3.441
C -3.233 1.724 -4.770
C -3.270 0.950 -2.449
H -1.437 3.337 -3.948
H -3.107 0.728 -5.192
H -2.722 2.415 -5.439
H -4.292 1.978 -4.757
H -4.237 1.352 -2.123
H -3.564 0.006 -2.909
H -2.702 0.775 -1.542
C -2.573 -1.518 3.690
O -3.705 -1.098 3.723
N -1.891 -1.776 2.538
C -0.443 -1.916 2.502
C -2.459 -1.345 1.286
H -1.930 -1.688 4.570
H -0.157 -2.357 3.455
H 0.114 -1.009 2.242
H -0.210 -2.548 1.639
H -2.146 -1.956 0.446
H -3.533 -1.194 1.400
H -2.169 -0.289 1.107
C 2.168 -1.064 -1.798
O 3.143 -1.773 -1.839
N 0.890 -1.524 -1.940
C -0.184 -0.576 -2.112
C 0.628 -2.956 -2.002
H 2.215 0.036 -1.725
H -0.979 -0.931 -2.773
H 0.133 0.383 -2.520
H -0.683 -0.350 -1.161
H 1.455 -3.449 -1.490
H -0.217 -3.167 -1.343
H 0.572 -3.313 -3.026
C 2.716 -0.850 1.672
O 2.671 0.443 1.793
N 3.480 -1.607 2.667
C 3.917 -2.936 2.433
C 4.049 -0.966 3.808
H 2.409 -1.449 0.830
H 4.992 -2.994 2.224
H 3.399 -3.422 1.604
H 3.707 -3.596 3.280
H 4.528 -1.690 4.456
H 4.833 -0.267 3.475
H 3.359 -0.285 4.306

---

No. 2
113
Properties=species:S:1:pos:R:3 method="wB97M-V/def2-TZVPD" gap_ev=5.68 charge=-2 energy_ha=-8030.36305 spin_multiplicity=1
Sc 0.297 -0.042 -0.030
O -0.863 -1.051 1.054
C -2.184 -1.291 0.822
C -2.884 -0.114 0.036
C -2.612 1.198 0.665
C -3.637 1.964 1.214
C -3.343 3.218 1.711
C -2.022 3.625 1.725
C -1.036 2.770 1.228
C 0.406 3.154 1.333
C 1.339 2.053 1.959
O 1.427 0.954 1.154
C 2.705 2.744 2.103
C 2.912 3.727 3.064
C 4.152 4.325 3.200
C 5.202 3.946 2.379
C 5.002 2.967 1.420
C 3.760 2.373 1.282
C 0.936 1.588 3.370
C -0.303 1.784 3.967
C -0.603 1.223 5.198
C 0.330 0.455 5.869
C 1.580 0.270 5.299
C 1.877 0.836 4.074
N -1.338 1.602 0.666
C -2.355 -2.556 -0.074
C -1.024 -3.726 -1.384
C -1.204 -4.895 -2.272
C -2.385 -5.389 -2.608
C -3.825 -4.618 -0.668
C -3.608 -3.406 0.192
C -2.905 -1.405 2.178
C -4.271 -1.206 2.355
C -4.834 -1.187 3.619
C -4.044 -1.359 4.741
C -2.686 -1.579 4.582
C -2.130 -1.605 3.316
H -2.440 -0.083 -0.957
H -3.952 -0.294 -0.067
H -4.648 1.590 1.204
H -4.127 3.866 2.080
H -1.745 4.596 2.110
H 0.797 3.315 0.322
H 0.493 4.085 1.899
H 2.103 4.012 3.723
H 4.304 5.090 3.952
H 6.174 4.411 2.491
H 5.821 2.666 0.780
H 3.580 1.597 0.550
H -1.058 2.381 3.486
H -1.583 1.386 5.630
H 0.089 0.006 6.824
H 2.327 -0.323 5.812
H 2.859 0.689 3.649
H 0.025 -3.421 -1.388
H -0.298 -5.363 -2.640
H -2.462 -6.251 -3.260
H -4.724 -5.136 -0.327
H -4.421 -3.055 0.804
H -4.922 -1.041 1.508
H -5.900 -1.023 3.724
H -4.484 -1.314 5.730
H -2.055 -1.714 5.451
H -1.067 -1.738 3.185
Cl 6.115 -5.200 0.370
C 4.787 -4.138 0.100
C 4.193 -3.455 1.162
Cl 4.799 -3.685 2.750
C 3.133 -2.600 0.941
Cl 2.340 -1.711 2.190
C 2.604 -2.361 -0.365
O 1.646 -1.565 -0.565
C 3.230 -3.096 -1.414
Cl 2.610 -2.862 -3.003
C 4.291 -3.949 -1.187
Cl 5.019 -4.780 -2.505
C -3.172 -1.290 -4.890
C -3.241 -1.084 -3.377
C -2.967 -2.355 -2.600
C -3.766 -3.392 -2.834
C -3.669 -4.739 -2.174
C -2.764 -4.650 0.383
C -1.495 -3.842 0.082
C -0.395 -4.041 1.105
C 0.386 -5.328 0.840
C -1.865 -2.402 -1.565
N -0.932 -1.302 -1.687
C -0.289 -1.159 -2.798
C 0.612 -0.093 -2.999
C 1.301 0.264 -4.170
C 2.051 1.383 -3.854
C 1.790 1.655 -2.508
N 0.928 0.784 -1.979
H -3.361 -0.345 -5.393
H -3.911 -2.013 -5.232
H -2.187 -1.643 -5.188
H -4.246 -0.731 -3.120
H -2.543 -0.294 -3.112
H -4.559 -3.287 -3.564
H -4.502 -5.357 -2.528
H -2.782 -5.378 1.181
H -0.837 -4.076 2.105
H 0.269 -3.182 1.061
H -0.273 -6.195 0.896
H 1.182 -5.444 1.573
H 0.841 -5.312 -0.148
H -0.432 -1.861 -3.632
H 1.235 -0.242 -5.119
H 2.700 1.939 -4.510
H 2.200 2.462 -1.919
Se -2.550 2.708 -2.306
C -3.896 3.488 -3.154
N -4.779 3.999 -3.700

---

No. 3
51
Properties=species:S:1:pos:R:3 method="wB97M-V/def2-TZVPD" gap_ev=8.12 de_lowest_ev=0.696 energy_ha=-1473.05187 smiles="CCCCCCNc1nc(-c2ccc(OC)cc2)c(CCC(=O)O)s1" spin_multiplicity=1
C -7.937 -2.448 -1.441
C -7.035 -1.844 -0.371
C -6.672 -0.397 -0.698
C -5.879 0.299 0.409
C -4.479 -0.277 0.601
C -3.685 0.524 1.637
N -2.352 0.013 1.852
C -1.352 0.220 0.965
N -0.260 -0.458 0.938
C 0.617 0.007 -0.003
C 1.924 -0.644 -0.119
C 2.466 -1.014 -1.348
C 3.709 -1.602 -1.416
C 4.449 -1.838 -0.256
O 5.669 -2.415 -0.438
C 6.471 -2.659 0.691
C 3.903 -1.494 0.976
C 2.651 -0.910 1.035
C 0.184 1.077 -0.731
C 0.916 1.934 -1.704
C 1.645 3.089 -0.982
C 2.726 2.506 -0.109
O 3.815 2.163 -0.485
O 2.329 2.381 1.161
S -1.420 1.538 -0.205
H -8.182 -3.480 -1.198
H -8.865 -1.885 -1.521
H -7.443 -2.432 -2.409
H -6.128 -2.445 -0.292
H -7.545 -1.878 0.594
H -6.096 -0.369 -1.625
H -7.595 0.163 -0.866
H -6.432 0.227 1.349
H -5.787 1.359 0.160
H -4.542 -1.316 0.931
H -3.943 -0.256 -0.350
H -3.594 1.564 1.309
H -4.205 0.511 2.598
H -2.280 -0.869 2.339
H 1.898 -0.865 -2.255
H 4.137 -1.892 -2.362
H 5.994 -3.362 1.381
H 6.710 -1.732 1.222
H 7.391 -3.100 0.309
H 4.440 -1.675 1.894
H 2.222 -0.650 1.991
H 0.212 2.361 -2.421
H 1.657 1.347 -2.246
H 2.102 3.744 -1.723
H 0.940 3.647 -0.366
H 3.011 1.936 1.688

---

No. 4
46
Properties=species:S:1:pos:R:3 method="wB97M-V/def2-TZVPD" gap_ev="6.23 / 3.96" charge=+3 energy_ha=-4647.71199 spin_multiplicity=4
O -1.067 3.544 -4.646
C -0.399 3.022 -3.828
Mn 1.051 2.240 -2.342
O 1.546 1.066 -5.055
C 1.294 1.449 -3.972
C 2.438 1.278 -1.660
O 3.313 0.598 -1.292
C 0.400 3.084 -0.811
O 0.025 3.697 0.097
C 2.030 3.713 -2.624
O 2.518 4.746 -2.799
H -0.057 0.841 -1.782
C 0.157 -4.542 -0.817
C -1.063 -3.872 -0.922
C -1.097 -2.474 -0.872
C 0.096 -1.780 -0.643
C 1.331 -2.440 -0.693
C 1.357 -3.832 -0.744
As 0.064 0.138 -0.250
C -1.759 0.476 0.361
C -2.607 1.283 -0.417
C -3.924 1.490 0.021
C -4.377 0.870 1.193
C -3.533 0.039 1.935
C -2.208 -0.154 1.527
C 1.088 0.090 1.419
C 0.999 -1.067 2.212
C 1.722 -1.111 3.412
C 2.540 -0.040 3.787
C 2.656 1.077 2.947
C 1.931 1.160 1.749
H 0.181 -5.628 -0.849
H -1.994 -4.433 -0.999
H -2.045 -1.939 -0.925
H 2.252 -1.872 -0.597
H 2.307 -4.356 -0.695
H -2.218 1.758 -1.325
H -4.586 2.140 -0.557
H -5.398 1.046 1.522
H -3.884 -0.428 2.853
H -1.530 -0.785 2.105
H 0.385 -1.932 1.907
H 1.640 -1.991 4.049
H 3.111 -0.088 4.720
H 3.315 1.897 3.229
H 1.998 2.022 1.072

---

No. 5
17
Properties=species:S:1:pos:R:3 method="wB97M-V/def2-TZVPD" gap_ev=9.05 de_lowest_ev=0.000 energy_ha=-1556.38128 spin_multiplicity=1
C 0.510 -0.437 -1.649
C 1.246 0.750 1.126
C 0.273 -0.880 -0.249
C -1.292 0.321 0.428
N 1.267 -0.601 0.695
O 1.733 0.041 -1.910
O -0.341 -0.495 -2.497
S -0.471 1.097 1.788
S -2.509 -0.938 0.889
S -1.836 1.477 -0.821
H 1.949 0.943 1.932
H 1.400 1.442 0.298
H -0.191 -1.857 -0.187
H 2.324 -0.058 -1.148
H 1.245 -1.247 1.477
H -3.295 -0.130 1.610
H -2.012 0.572 -1.781

---

No. 6
43
Properties=species:S:1:pos:R:3 method="wB97M-V/def2-TZVPD" gap_ev=9.67 de_lowest_ev=0.298 energy_ha=-1016.16775 smiles="CCCCCCC(=O)Oc1ccc(N2C(=O)CCC2=O)cc1" spin_multiplicity=1
C -6.056 -1.749 0.884
C -6.745 -0.616 0.133
C -5.772 0.330 -0.573
C -4.865 1.114 0.387
C -3.457 0.531 0.520
C -2.591 0.836 -0.708
C -1.279 0.097 -0.602
O -1.170 -1.099 -0.577
O -0.262 0.974 -0.535
C 1.068 0.615 -0.398
C 1.985 1.573 -0.820
C 3.339 1.342 -0.697
C 3.784 0.149 -0.140
N 5.176 -0.090 -0.003
C 5.775 -1.300 -0.325
O 5.202 -2.261 -0.759
C 7.258 -1.172 -0.043
C 7.448 0.246 0.475
C 6.065 0.864 0.468
O 5.769 1.975 0.815
C 2.870 -0.804 0.286
C 1.512 -0.577 0.158
H -6.797 -2.433 1.292
H -5.406 -2.310 0.215
H -5.461 -1.367 1.708
H -7.413 -1.045 -0.618
H -7.361 -0.042 0.830
H -6.360 1.033 -1.167
H -5.162 -0.250 -1.267
H -4.776 2.148 0.049
H -5.332 1.139 1.374
H -3.507 -0.550 0.650
H -2.973 0.956 1.403
H -3.101 0.487 -1.608
H -2.403 1.906 -0.794
H 1.619 2.495 -1.244
H 4.047 2.087 -1.023
H 7.545 -1.935 0.681
H 7.809 -1.372 -0.962
H 8.106 0.847 -0.153
H 7.845 0.283 1.490
H 3.217 -1.731 0.715
H 0.810 -1.325 0.485

---

No. 7
131
Properties=species:S:1:pos:R:3 method="wB97M-V/def2-TZVPD" gap_ev="4.33 / 4.77" charge=+3 de_lowest_ev=0.900 energy_ha=-2662.90975 spin_multiplicity=2
Re 0.449 -0.013 -0.061
C -3.662 -0.912 2.587
C -3.080 -1.191 1.193
C -2.076 -2.339 1.305
C -2.694 0.126 0.553
C -3.714 1.037 0.308
C -3.147 2.170 -0.268
C -4.036 3.282 -0.740
C -4.509 2.926 -2.161
C -3.556 4.724 -0.624
N -1.826 1.935 -0.364
N -1.540 0.697 0.132
B -0.679 2.809 -0.911
N -0.003 2.117 -2.139
N 0.919 1.145 -1.835
C 1.885 1.176 -2.772
C 1.514 2.091 -3.742
C 0.315 2.666 -3.332
C -0.432 3.504 -4.321
C -1.099 2.490 -5.273
C -1.438 4.538 -3.852
C 3.214 0.485 -2.842
C 3.997 0.633 -1.532
C 3.063 -0.949 -3.352
N 0.427 2.941 0.183
N 1.032 1.836 0.724
C 1.984 2.254 1.581
C 1.978 3.636 1.598
C 0.990 4.048 0.704
C 0.668 5.498 0.541
C -0.489 5.834 1.494
C 0.415 5.993 -0.881
C 2.916 1.386 2.364
C 4.370 1.726 2.019
C 2.692 1.620 3.863
H -3.967 -1.850 3.041
H -4.533 -0.268 2.538
H -2.927 -0.445 3.237
H -3.916 -1.550 0.580
H -1.473 -2.256 2.202
H -1.417 -2.411 0.447
H -2.625 -3.274 1.385
H -4.757 0.906 0.523
H -4.920 3.210 -0.097
H -3.669 2.712 -2.815
H -5.072 3.756 -2.576
H -5.157 2.054 -2.136
H -2.829 4.996 -1.380
H -3.141 4.904 0.363
H -4.417 5.378 -0.748
H -1.077 3.856 -1.213
H 2.060 2.315 -4.634
H 0.337 4.030 -4.898
H -1.811 1.867 -4.734
H -0.353 1.852 -5.741
H -1.631 3.022 -6.056
H -2.216 4.090 -3.249
H -1.905 4.978 -4.730
H -0.955 5.337 -3.297
H 3.779 1.018 -3.611
H 3.327 0.666 -0.676
H 4.561 1.562 -1.553
H 4.708 -0.181 -1.416
H 2.309 -1.484 -2.786
H 4.016 -1.468 -3.292
H 2.752 -0.927 -4.395
H 2.617 4.275 2.169
H 1.551 6.028 0.914
H -1.353 5.213 1.279
H -0.769 6.876 1.381
H -0.192 5.673 2.526
H -0.635 5.933 -1.145
H 1.005 5.432 -1.601
H 0.704 7.037 -0.952
H 2.720 0.333 2.122
H 4.576 2.767 2.248
H 4.597 1.561 0.970
H 5.036 1.110 2.615
H 3.014 2.621 4.138
H 3.274 0.907 4.440
H 1.645 1.521 4.135
C -0.367 -4.489 -3.492
N -0.742 -3.259 -2.821
C -2.044 -2.728 -3.201
C -0.030 -2.634 -1.874
N -0.417 -1.514 -1.326
N 1.144 -3.231 -1.441
C 2.168 -2.677 -0.708
N 3.219 -3.498 -0.515
N 2.122 -1.482 -0.205
H -0.903 -5.336 -3.058
H 0.703 -4.678 -3.477
H -0.650 -4.405 -4.540
H -2.484 -3.377 -3.952
H -1.948 -1.736 -3.644
H -2.728 -2.688 -2.350
H -1.296 -1.182 -1.713
H 1.307 -4.165 -1.786
H 3.319 -4.357 -1.032
H 4.065 -3.142 -0.099
H 2.985 -1.237 0.272
C -2.576 -6.886 1.484
C -1.308 -6.192 1.824
C -1.170 -5.480 3.021
C 0.011 -4.852 3.358
C 1.116 -4.935 2.507
N 2.368 -4.392 2.782
C 2.820 -3.782 3.949
O 3.908 -4.024 4.389
N 1.981 -2.855 4.561
C 1.156 -1.895 4.020
C 0.434 -1.048 4.874
C -0.330 -0.045 4.317
C -0.349 0.126 2.939
N 0.327 -0.674 2.115
C 1.035 -1.675 2.645
C 0.992 -5.659 1.313
C -0.194 -6.265 0.977
H -3.423 -6.455 2.010
H -2.514 -7.934 1.787
H -2.761 -6.881 0.413
H -1.993 -5.448 3.717
H 0.087 -4.365 4.316
H 3.124 -4.916 2.350
H 2.260 -2.692 5.524
H 0.490 -1.167 5.946
H -0.893 0.621 4.949
H -0.904 0.939 2.496
H 1.549 -2.333 1.959
H 1.866 -5.779 0.687
H -0.253 -6.844 0.067

---

No. 8
31
Properties=species:S:1:pos:R:3 method="wB97M-V/def2-TZVPD" gap_ev=4.76 charge=+3 energy_ha=-6119.58168 spin_multiplicity=1
O -1.185 -3.940 2.880
S -0.336 -2.886 2.463
O 1.076 -2.861 2.632
O -0.869 -1.514 3.122
C -0.591 -2.642 0.666
C -1.021 -1.202 0.338
C -0.843 -0.968 -1.154
C -1.795 -0.085 -1.877
B -0.785 1.578 -1.527
Br -2.475 2.376 -1.385
C 0.330 1.920 -0.358
C 1.785 1.444 -0.648
C 2.833 2.394 -0.047
Br 4.488 2.310 -0.991
H -1.815 -1.420 2.939
H -1.297 -3.398 0.320
H 0.407 -2.786 0.247
H -2.043 -0.976 0.652
H -0.313 -0.565 0.881
H 0.206 -0.785 -1.408
H -1.143 -1.880 -1.756
H -1.807 -0.146 -2.972
H -2.840 -0.186 -1.578
H -0.347 1.806 -2.604
H -0.027 1.520 0.643
H 0.407 3.071 -0.306
H 1.940 0.459 -0.190
H 1.854 1.300 -1.728
H 3.120 2.069 0.979
H 2.505 3.450 -0.034
Hf 0.582 2.542 1.800

---

No. 9
10
Properties=species:S:1:pos:R:3 method="wB97M-V/def2-TZVPD" gap_ev="6.54 / 6.54" de_lowest_ev=3.122 energy_ha=-702.37883 spin_multiplicity=1
C 1.131 1.139 0.074
C -0.742 -0.279 -0.126
O 4.449 -1.039 0.105
O 1.964 0.167 -0.068
O -0.177 0.975 0.080
S 3.796 0.248 -0.117
H 1.507 2.178 0.392
H -0.480 -1.093 0.630
H -0.752 -0.644 -1.236
H -1.808 0.031 0.192